## w
Formula: C10H13N2O2
Source: OMol25
Level of theory: the ωB97M-V functional and the def2-TZVPD basis

Calculated values
Net charge: +1
HOMO-LUMO gap (spin up / spin down) in eV: 8.5 / 8.5
E_LUMO (spin up / spin down) in eV: -3.30 / -3.30

Atoms and positions in Å:
C1 1.7465 -0.1274 3.7100
C2 0.6691 0.5588 3.1457
C3 2.4345 -1.0490 2.9032
C4 0.3981 0.5254 1.7997
C5 2.1657 -1.1051 1.5335
C6 1.0444 -0.4804 1.0301
C7 -0.3537 0.7202 -3.0456
C8 -1.0627 1.8627 -1.1569
C9 -0.4287 -0.4379 -0.8258
C10 -1.5503 -1.0831 -0.0907
N1 -0.2868 -0.3777 -2.3425
N2 0.0210 0.6423 -4.2926
O1 -0.7150 1.8411 -2.5082
O2 0.8225 -0.5579 -0.3460
H1 1.8717 -0.0404 4.8055
H2 0.3186 1.3783 3.7794
H3 3.4331 -1.5121 3.0003
H4 -0.4952 1.1115 1.5418
H5 2.7450 -1.8053 0.8666
H6 -2.1547 1.8786 -0.9119
H7 -0.3896 2.5094 -0.6116
H8 -1.5780 -2.1909 -0.5424
H9 -2.5416 -0.4962 -0.2860
H10 -1.3943 -1.2013 1.0055
H11 0.2236 -1.1784 -2.6212
H12 0.1181 -0.1835 -4.7223
H13 0.0339 1.4682 -4.8938

Löwdin atomic charge list, values in e, 2 entries: number 1, C, carries -0.06; number 2, C, carries -0.09

## x
Formula: C10H13N2O2
Source: OMol25
Level of theory: the ωB97M-V functional and the def2-TZVPD basis

Calculated values
Net charge: +1
HOMO-LUMO gap in eV: 8.2
E_LUMO in eV: -5.35
SMILES string: C=[N+]1C=N[C@]23CCO[C@]12C1(CC1)CO3

Atoms and positions in Å:
C1 -1.2067 0.7857 2.1337
C2 -2.4218 -0.7542 0.6801
C3 0.6014 -2.2161 -0.9156
C4 1.4145 -1.1537 -1.4798
C5 0.7065 2.4610 -0.0259
C6 -0.3898 2.2146 -1.0389
C7 1.8186 -0.6973 1.0154
C8 0.7734 -0.9436 -0.0889
C9 -0.2462 0.1284 0.0498
C10 0.6314 1.3046 0.9040
N1 -1.3969 -0.0572 0.9566
N2 -0.2370 1.5311 2.1218
O1 -0.5821 0.7467 -1.1897
O2 1.7633 0.6463 1.2856
H1 -2.0044 0.7493 2.8425
H2 -3.2702 -0.8754 1.3379
H3 -2.4409 -1.2030 -0.2974
H4 -0.3297 -2.4426 -1.3496
H5 1.1314 -3.0249 -0.6658
H6 2.4580 -1.3882 -1.5570
H7 0.8247 -0.4981 -2.1372
H8 1.6569 2.4142 -0.4438
H9 0.5958 3.4362 0.5047
H10 -1.3411 2.8063 -0.7251
H11 -0.0134 2.6610 -1.9845
H12 1.7152 -1.3416 1.8723
H13 2.8613 -0.9324 0.6489

Löwdin atomic charge list, values in e, 2 entries: number 1, C, carries -0.06; number 2, C, carries 0.25

Q: Which of them is the least stable? A: x.

## w
Formula: ClH3NPS
Source: OMol25
Level of theory: the ωB97M-V functional and the def2-TZVPD basis

Calculated values
Net charge: 0
HOMO-LUMO gap in eV: 8.9
E_LUMO in eV: -0.68
SMILES string: [H]/N=P/Cl.S

Atoms and positions in Å:
N1 0.7774 -0.8985 2.1795
P1 0.8115 0.1727 3.3051
S1 -1.1465 1.0487 -0.3409
Cl1 -0.8792 -0.2687 4.2840
H1 -1.0914 0.0736 -1.3277
H2 1.6129 -0.9357 1.5432
H3 -0.2420 0.3670 0.4231

Löwdin atomic charge list, values in e, 2 entries: number 1, N, carries -0.42; number 2, P, carries 0.35

## x
Formula: ClH3NPS
Source: OMol25
Level of theory: the ωB97M-V functional and the def2-TZVPD basis

Calculated values
Net charge: 0
HOMO-LUMO gap in eV: 6.8
E_LUMO in eV: -1.63

Atoms and positions in Å:
N1 0.9566 -0.1996 1.3476
P1 -0.6088 0.3319 0.8348
S1 -0.3220 0.6638 -2.2209
Cl1 -1.3354 -1.5093 0.4206
H1 1.2926 -0.8732 0.6009
H2 1.5531 0.6178 1.5230
H3 -1.5360 0.9686 -2.5060

Löwdin atomic charge list, values in e, 2 entries: number 1, N, carries -0.32; number 2, P, carries 0.44

Q: Which of them is the least stable? A: x.

## w
Formula: C3H4P2
Source: OMol25
Level of theory: the ωB97M-V functional and the def2-TZVPD basis

Calculated values
Net charge: 0
HOMO-LUMO gap in eV: 9.2
E_LUMO in eV: 0.50
SMILES string: C=C1P2#P1C2

Atoms and positions in Å:
C1 0.2818 0.7085 0.2072
C2 -1.1839 -1.1798 -0.4816
C3 1.5581 1.1159 0.3821
P1 -0.8371 -0.3428 1.1435
P2 -1.6286 0.6115 -0.6495
H1 -0.3427 -1.5654 -1.0489
H2 -2.0259 -1.8692 -0.4705
H3 2.1401 0.6879 1.1792
H4 2.0381 1.8334 -0.2614

Löwdin atomic charge list, values in e, 2 entries: number 1, C, carries -0.68; number 2, C, carries -0.72

## x
Formula: C3H4P2
Source: OMol25
Level of theory: the ωB97M-V functional and the def2-TZVPD basis

Calculated values
Net charge: 0
HOMO-LUMO gap in eV: 8.5
E_LUMO in eV: -0.09
SMILES string: C1=PC=[PH]=C1

Atoms and positions in Å:
C1 -0.1838 1.4028 -0.2572
C2 0.9140 0.6795 -0.2935
C3 -0.9025 -1.2413 0.1642
P1 -1.9775 0.1370 0.0459
P2 0.7828 -1.0905 -0.2760
H1 -0.4337 2.5143 -0.3515
H2 1.7797 1.2624 -0.4661
H3 -1.3743 -2.2219 0.5099
H4 1.3954 -1.4423 0.9243

Löwdin atomic charge list, values in e, 2 entries: number 1, C, carries -0.30; number 2, C, carries -0.51

## y
Formula: C3H4P2
Source: OMol25
Level of theory: the ωB97M-V functional and the def2-TZVPD basis

Calculated values
Net charge: 0
HOMO-LUMO gap in eV: 8.3
E_LUMO in eV: -0.80

Atoms and positions in Å:
C1 -1.3135 0.8254 -0.0579
C2 -0.4666 -0.0294 0.5494
C3 1.0518 -0.1476 0.0000
P1 2.0043 -1.6781 0.3529
P2 1.3074 -1.2736 -1.4844
H1 -2.3193 0.6756 0.2097
H2 -1.0999 1.4513 -0.8577
H3 -0.8481 -0.5411 1.3841
H4 1.6840 0.7175 -0.0961

Löwdin atomic charge list, values in e, 2 entries: number 1, C, carries -0.02; number 2, C, carries -0.22

## z
Formula: C3H4P2
Source: OMol25
Level of theory: the ωB97M-V functional and the def2-TZVPD basis

Calculated values
Net charge: 0
HOMO-LUMO gap in eV: 9.0
E_LUMO in eV: -0.14
SMILES string: C#CP.C#P

Atoms and positions in Å:
C1 -1.8774 -0.9679 0.3334
C2 2.1558 -0.0949 -0.4648
C3 -1.3727 0.1323 0.2434
P1 -0.6404 1.6349 0.0863
P2 3.5245 0.4748 0.0037
H1 -2.3414 -1.8979 0.2743
H2 1.4977 -0.9144 -0.6300
H3 0.5875 0.9491 -0.1483
H4 -0.4547 1.5211 1.5246

Löwdin atomic charge list, values in e, 2 entries: number 1, C, carries 0.04; number 2, C, carries -0.61

Q: Which of them is the least stable? A: z.

## w
Formula: C3H4P2
Source: OMol25
Level of theory: the ωB97M-V functional and the def2-TZVPD basis

Calculated values
Net charge: 0
HOMO-LUMO gap (spin up / spin down) in eV: 6.2 / 6.2
E_LUMO (spin up / spin down) in eV: -1.44 / -1.45
SMILES string: C=C1CP1#P

Atoms and positions in Å:
C1 -0.4587 -1.1604 -1.1116
C2 0.0575 0.1018 1.1226
C3 -0.3029 -0.1690 -0.2482
P1 0.8549 1.2727 -0.1318
P2 1.6850 3.2463 -0.0894
H1 -0.8328 -2.0697 -0.5777
H2 -0.5383 -1.1040 -2.1405
H3 -0.9486 0.5794 1.4801
H4 0.4839 -0.6971 1.6965

Löwdin atomic charge list, values in e, 2 entries: number 1, C, carries 0.01; number 2, C, carries -0.36

## x
Formula: C3H4P2
Source: OMol25
Level of theory: the ωB97M-V functional and the def2-TZVPD basis

Calculated values
Net charge: 0
HOMO-LUMO gap in eV: 9.8
E_LUMO in eV: 0.65
SMILES string: C#CP.C#P

Atoms and positions in Å:
C1 1.9000 -0.8575 0.3268
C2 -1.9400 -1.1009 0.0664
C3 1.1481 0.0693 0.0246
P1 0.8018 1.7446 -0.5247
P2 -3.0622 -0.0937 0.0841
H1 2.3652 -1.8626 0.4825
H2 -1.1475 -1.7101 0.2907
H3 0.2856 2.2844 0.5699
H4 -0.3510 1.5266 -1.3202

Löwdin atomic charge list, values in e, 2 entries: number 1, C, carries 0.00; number 2, C, carries -0.57

Q: Which of them is the least stable? A: w.

## w
Formula: C5H7N
Source: OMol25
Level of theory: the ωB97M-V functional and the def2-TZVPD basis

Calculated values
Net charge: 0
HOMO-LUMO gap in eV: 9.4
E_LUMO in eV: 0.38
SMILES string: CC1(C)C2=N[C@@H]21

Atoms and positions in Å:
C1 0.4829 -0.3549 -1.5327
C2 -0.8842 0.5451 -1.1545
C3 -0.0159 0.0088 -0.1245
C4 -0.4898 -1.0886 0.8216
C5 0.9794 0.9064 0.5152
N1 -0.0282 0.6366 -2.2522
H1 -2.0560 -0.0334 -1.3618
H2 -0.3812 -1.9567 0.1024
H3 -1.5034 -0.9824 1.0084
H4 0.2956 -1.0978 1.6662
H5 0.4418 1.2967 1.4233
H6 1.3580 1.6796 -0.1066
H7 1.8011 0.4405 0.9951

Löwdin atomic charge list, values in e, 2 entries: number 1, C, carries 0.00; number 2, C, carries -0.16

## x
Formula: C5H7N
Source: OMol25
Level of theory: the ωB97M-V functional and the def2-TZVPD basis

Calculated values
Net charge: 0
HOMO-LUMO gap in eV: 10.3
E_LUMO in eV: 0.85
SMILES string: C[C@H]1C=CC=N1

Atoms and positions in Å:
C1 1.8338 -0.1727 -0.2704
C2 0.3690 -0.2214 0.1408
C3 -0.4794 0.9955 0.2190
C4 -1.7536 0.5893 0.0359
C5 -1.6993 -0.8374 -0.2259
N1 -0.4999 -1.3036 -0.3302
H1 2.2779 -1.1526 -0.0809
H2 1.9813 0.0721 -1.3262
H3 2.3881 0.5672 0.3250
H4 -0.1297 2.0102 0.3942
H5 -2.6619 1.1787 0.0737
H6 -2.5522 -1.5072 -0.2746
H7 0.2702 -0.8180 1.0760

Löwdin atomic charge list, values in e, 2 entries: number 1, C, carries -0.05; number 2, C, carries -0.42

## y
Formula: C5H7N
Source: OMol25
Level of theory: the ωB97M-V functional and the def2-TZVPD basis

Calculated values
Net charge: 0
HOMO-LUMO gap in eV: 11.5
E_LUMO in eV: 0.91
SMILES string: C[C@H]1C[C@H]1C#N

Atoms and positions in Å:
C1 -0.4212 -0.4056 -1.5250
C2 -0.6753 0.2495 -0.1882
C3 -0.4509 -0.4734 1.0983
C4 0.3819 0.7504 0.7803
C5 1.8051 0.5298 0.6772
N1 2.9442 0.3254 0.7270
H1 -0.3195 0.3380 -2.3221
H2 -1.2740 -1.0476 -1.7765
H3 0.4790 -1.0280 -1.5195
H4 -1.5402 0.9107 -0.1890
H5 0.0946 -1.4120 1.0303
H6 -1.1616 -0.4146 1.9155
H7 0.1379 1.6775 1.2918

Löwdin atomic charge list, values in e, 2 entries: number 1, C, carries -0.06; number 2, C, carries -0.30

## z
Formula: C5H7N
Source: OMol25
Level of theory: the ωB97M-V functional and the def2-TZVPD basis

Calculated values
Net charge: 0
HOMO-LUMO gap in eV: 10.3
E_LUMO in eV: 1.09
SMILES string: C#C[C@@H]1CN1C

Atoms and positions in Å:
C1 0.9367 -0.0182 1.5432
N1 0.3955 -0.4598 0.2844
C2 1.0230 -0.3640 -0.9956
C3 -0.2078 0.4436 -0.6615
C4 -1.6092 0.1294 -0.9000
C5 -2.7918 -0.1037 -0.8506
H1 0.0837 0.2159 2.1889
H2 1.6018 0.8598 1.5027
H3 1.4774 -0.8564 1.9917
H4 1.9574 0.2047 -1.0816
H5 0.9775 -1.2475 -1.6291
H6 -0.0075 1.5177 -0.6050
H7 -3.8367 -0.3214 -0.7875

Löwdin atomic charge list, values in e, 2 entries: number 1, C, carries -0.09; number 2, N, carries -0.15

Q: Which of them is the least stable? A: w.

## w
Formula: C5H7N
Source: OMol25
Level of theory: the ωB97M-V functional and the def2-TZVPD basis

Calculated values
Net charge: 0
HOMO-LUMO gap in eV: 8.9
E_LUMO in eV: 1.05
SMILES string: Cc1ccc[nH]1

Atoms and positions in Å:
C1 -1.1053 0.0990 -1.4759
C2 -0.3806 -0.4215 -0.2808
C3 0.9365 -0.8156 -0.2354
C4 1.5038 -0.2724 0.9473
C5 0.4982 0.3774 1.6231
N1 -0.6482 0.2311 0.8967
H1 -2.1953 0.1067 -1.3920
H2 -0.7632 1.1413 -1.5305
H3 -0.7925 -0.3837 -2.4005
H4 1.4537 -1.3517 -1.0225
H5 2.5510 -0.2823 1.2126
H6 0.4937 0.9586 2.5328
H7 -1.5517 0.6133 1.1250

Löwdin atomic charge list, values in e, 2 entries: number 1, C, carries -0.05; number 2, C, carries -0.35

## x
Formula: C5H7N
Source: OMol25
Level of theory: the ωB97M-V functional and the def2-TZVPD basis

Calculated values
Net charge: 0
HOMO-LUMO gap in eV: 12.2
E_LUMO in eV: 0.94
SMILES string: N#CC1CCC1

Atoms and positions in Å:
N1 -1.5805 2.3166 1.5476
C1 -0.8984 1.6726 0.8692
C2 -0.0290 0.8238 0.0561
C3 0.6999 -0.3411 0.7761
C4 0.5499 -1.1476 -0.5263
C5 -0.6305 -0.2297 -0.9093
H1 0.6613 1.4517 -0.5126
H2 1.6979 -0.1668 1.1874
H3 0.0526 -0.7426 1.5623
H4 1.4064 -0.9738 -1.1862
H5 0.3696 -2.2215 -0.4512
H6 -1.5881 -0.6031 -0.5387
H7 -0.7345 0.0569 -1.9587

Löwdin atomic charge list, values in e, 2 entries: number 1, N, carries 0.14; number 2, C, carries -0.19

Q: Which of them is the least stable? A: x.